Record 1
The following is a DFT calculation (wB97M-V/def2-TZVPD) of a structure of composition C2H2N2O2.

XYZ file:
```
8
Properties=species:S:1:pos:R:3:mulliken_charge:R:1
O -1.47 -0.75 1.10 -0.4798
O 0.68 1.23 -0.65 -0.1133
N 0.31 -0.93 -0.40 -0.4625
N -0.40 1.13 0.22 -0.3306
C 1.03 -0.02 -0.96 0.1866
C -0.55 -0.17 0.33 0.4505
H -1.49 -0.33 1.97 0.3539
H 1.88 -0.16 -1.62 0.3952
```

- Kohn-Sham gap (Ha) = 0.417
- LUMO (Eh) = 0.0258
- net charge = 0
- largest force on an atom (eV/A) = 0.4

***

Record 2
The following is a DFT calculation (wB97M-V/def2-TZVPD) of the molecule C2H2N2O2 at a distorted geometry.

XYZ file:
```
8
Properties=species:S:1:pos:R:3:mulliken_charge:R:1
O -0.45 -1.34 -0.11 -0.0931
O -2.17 -0.26 -0.01 -0.4559
N -0.10 0.80 -0.25 -0.2749
N 0.90 -1.21 -0.06 -0.2587
C -1.06 -0.29 -0.17 0.4759
C 1.08 0.15 -0.12 -0.0568
H -0.29 1.72 0.43 0.3503
H 2.11 0.42 0.28 0.3131
```

- Kohn-Sham gap (Ha) = 0.371
- LUMO (Eh) = 0.0126
- net charge = 0
- SMILES = O=c1[nH]cno1
- largest force on an atom (eV/A) = 9.1

***

Record 3
The following is a DFT calculation (wB97M-V/def2-TZVPD) of a cluster of 2 separate species, C2H2N2O2 in total at a distorted geometry.

XYZ file:
```
8
Properties=species:S:1:pos:R:3:mulliken_charge:R:1
O 1.14 0.15 -0.70 -0.3607
O 0.17 1.42 1.18 -0.4193
N -0.18 0.86 -1.17 -0.4089
N -1.19 -1.42 0.65 -0.4271
C -0.39 -1.68 -0.16 0.1743
C 0.10 0.74 0.04 0.7137
H 0.16 -2.43 -0.70 0.3158
H 0.19 2.34 0.86 0.4123
```

- Kohn-Sham gap (alpha / beta) (Ha) = 0.364 / 0.364
- LUMO (alpha / beta) (Eh) = -0.0017 / -0.0017
- net charge = 0
- SMILES = OC1=NO1.C#N
- largest force on an atom (eV/A) = 3.8

***

Record 4
The following is a DFT calculation (wB97M-V/def2-TZVPD) of a cluster of 2 separate species, C2H2N2O2S in total at a distorted geometry.

XYZ file:
```
9
Properties=species:S:1:pos:R:3:mulliken_charge:R:1
S -1.28 -1.21 -0.06 -0.1729
O -0.77 0.47 2.02 -0.3712
O 1.35 1.12 2.10 -0.4122
N 0.53 1.08 -2.45 -0.3205
N 0.37 0.57 1.64 0.7547
C 0.16 -0.92 -0.96 -0.4087
C 0.36 0.21 -1.75 0.4082
H -1.84 0.12 0.10 0.1938
H 1.12 -1.44 -0.64 0.3289
```

- Kohn-Sham gap (alpha / beta) (Ha) = 0.231 / 0.336
- LUMO (alpha / beta) (Eh) = -0.0864 / -0.0553
- net charge = 0
- largest force on an atom (eV/A) = 4.8

***

Record 5
The following is a DFT calculation (wB97M-V/def2-TZVPD) of a structure of composition C2H2N2O2S at a distorted geometry.

XYZ file:
```
9
Properties=species:S:1:pos:R:3:mulliken_charge:R:1
S -0.94 -1.40 0.09 0.1032
O -2.94 -0.04 -1.82 -0.2966
O -2.23 -0.79 0.59 -0.3824
N -5.00 0.73 0.94 -0.2624
N 0.37 -0.28 -0.08 -0.5195
C -4.33 0.25 0.15 0.2354
C -3.39 -0.12 -0.74 0.6097
H 0.77 0.02 0.86 0.2529
H 1.13 -0.50 -0.73 0.2598
```

- Kohn-Sham gap (alpha / beta) (Ha) = 0.236 / 0.236
- LUMO (alpha / beta) (Eh) = -0.0550 / -0.0550
- net charge = 0
- largest force on an atom (eV/A) = 5.4

***

Record 6
The following is a DFT calculation (wB97M-V/def2-TZVPD) of a cluster of 2 separate species, C2H2N2O2S in total at a distorted geometry.

XYZ file:
```
9
Properties=species:S:1:pos:R:3:mulliken_charge:R:1
S -3.73 -1.20 -0.17 -0.3482
O 1.05 3.05 0.55 -0.2888
O 1.60 0.93 -0.24 0.0410
N 1.58 -0.41 -0.26 -0.5861
N -1.16 -1.34 0.63 -0.3400
C -2.23 -1.05 0.19 0.3034
C 1.02 1.93 0.16 0.5843
H -0.16 -1.15 0.33 0.4284
H 2.04 -0.78 -1.19 0.2062
```

- Kohn-Sham gap (alpha / beta) (Ha) = 0.280 / 0.281
- LUMO (alpha / beta) (Eh) = -0.0557 / -0.0557
- net charge = 0
- largest force on an atom (eV/A) = 4.2